51
Properties=species:S:1:pos:R:3:forces:R:3:lowdin_charge:R:1 method="wB97M-V/def2-TZVPD" de_lowest_kcal_mol=41.75 fmax_ha_per_bohr=0.03088 charge=-1 homo_ev=-6.76
C -1.093 -1.600 1.110 0.5277 0.0540 -0.0647 -0.354
N 0.154 -1.233 1.188 -0.3431 0.1085 0.6678 0.000
C 0.228 0.904 0.032 -0.3147 1.2326 -0.2498 -0.057
C 0.797 -0.483 0.089 -0.5771 -1.4640 0.2110 -0.353
C 2.320 -0.530 0.341 0.6078 0.6399 0.0681 -0.192
O 2.856 0.575 1.088 -0.4927 -0.0784 0.0698 -0.124
O -1.914 -1.515 0.118 0.1009 0.2978 0.1482 -0.155
H -1.503 -2.080 2.016 0.2039 0.0922 -0.2122 0.127
H 2.331 0.638 1.935 0.4901 0.1679 -0.5123 0.048
H 0.661 1.580 0.759 0.4016 0.0378 -0.0110 0.054
H -0.831 0.970 0.267 -0.2087 -0.5068 -0.1600 0.070
H 0.356 1.371 -0.944 0.1379 -0.0020 -0.0431 0.070
H 0.576 -1.023 -0.860 0.2450 0.3815 0.2937 0.122
H 2.884 -0.500 -0.600 -0.1935 -0.1294 -0.0231 0.124
H 2.608 -1.426 0.902 -0.3381 -0.2452 -0.3661 0.114
H 1.134 -2.927 1.943 -0.1856 -0.0531 -0.3385 -0.010
H 1.157 -4.026 0.866 0.0556 0.1784 0.0514 0.009
O 1.421 -3.839 1.774 0.1690 -0.1847 0.1930 -0.084
H 1.663 -2.968 -2.443 0.1432 0.1205 0.6051 0.018
H 2.172 -2.588 -1.014 -0.0820 -0.2976 -0.2786 0.007
O 1.844 -3.333 -1.539 0.0667 0.0106 -0.1387 -0.080
H 0.528 1.315 2.710 0.1280 -0.1083 0.2497 0.052
H 0.840 -0.173 2.758 -0.2657 0.0121 0.0249 0.039
O 1.156 0.690 3.107 -0.3291 -0.0669 0.1102 -0.051
H -0.637 0.403 -2.731 0.3910 0.1105 -0.3658 0.013
H -0.165 0.926 -4.114 0.0348 0.0297 0.0629 0.055
O 0.178 0.601 -3.274 -0.4203 0.0952 0.1730 -0.090
H -1.759 1.721 4.575 0.0041 0.0040 -0.1039 0.013
H -2.755 2.223 3.507 0.3121 0.0023 0.3733 -0.022
O -2.693 1.892 4.427 -0.2399 -0.0412 0.0239 -0.093
H -1.946 3.465 1.417 -0.2555 -0.3895 0.1837 0.053
H -2.927 2.228 1.205 0.2940 0.4605 0.0712 0.013
O -2.511 2.825 1.878 -0.0005 0.0154 -0.5494 -0.081
H 1.712 3.837 0.103 -0.5645 0.4137 0.1102 -0.012
H 0.300 4.287 -0.329 0.4314 0.0903 0.4470 0.026
O 0.944 4.400 0.393 -0.1394 -0.3268 -0.5196 -0.111
H 2.541 2.377 -1.393 -0.0123 0.2567 -0.1781 0.050
H 2.881 1.991 0.027 0.1885 0.6074 -0.0196 0.034
O 2.876 2.783 -0.585 0.1177 -1.0542 0.2157 -0.075
H -3.114 0.835 -0.711 -0.6198 0.2538 0.6363 0.026
H -3.635 0.276 0.621 -0.0069 0.1987 -0.2716 0.055
O -3.674 1.083 0.077 0.5185 -0.4809 -0.3525 -0.080
H -1.392 -2.485 -1.216 -0.0453 -0.2412 -0.0337 0.001
H -0.305 -3.513 -1.494 0.2367 -0.0509 -0.0739 0.028
O -1.048 -3.072 -1.925 -0.2698 -0.0826 0.0926 -0.072
H -0.037 -2.400 -3.212 0.3518 0.1766 -0.2755 0.006
H 0.664 -1.093 -3.631 0.1929 -0.5309 -0.0002 0.005
O 0.755 -2.072 -3.708 -0.4682 0.2482 0.0589 -0.111
H -2.615 -0.653 -2.494 0.1784 0.2026 0.1788 0.081
H -1.885 -0.614 -1.079 -0.1712 0.3831 -0.6669 0.019
O -2.097 -0.048 -1.941 0.0149 -0.5482 0.4884 -0.123

=====

52
Properties=species:S:1:pos:R:3:forces:R:3:lowdin_charge:R:1 method="wB97M-V/def2-TZVPD" de_lowest_kcal_mol=54.57 fmax_ha_per_bohr=0.03892 charge=-1 homo_ev=-6.45
C 1.729 -0.924 -0.544 0.2319 0.1656 -1.5889 -0.065
C 2.019 0.481 -1.128 -0.2978 0.5434 1.5434 -0.405
C 3.415 0.535 -1.815 -1.4769 -0.0626 -0.9063 -0.453
S 3.343 -0.237 -3.532 1.2854 -0.1929 1.3746 0.690
N 1.939 1.460 0.022 -0.4805 -0.2519 -0.5587 0.065
C 0.748 2.318 0.097 1.4963 0.2348 0.2788 -0.711
O 0.902 3.437 0.589 0.1962 -0.0417 0.2920 0.012
O -0.360 1.856 -0.301 0.8087 -0.3947 -0.0771 -0.093
H 2.436 -1.179 0.246 -0.2762 0.3393 0.2898 0.072
H 0.670 -0.868 -0.263 0.3395 -0.6155 0.2600 0.067
H 1.906 -1.727 -1.301 -0.5245 0.5834 0.3106 0.074
H 1.130 0.847 -1.663 0.6599 -0.7509 -1.0178 0.123
H 4.074 -0.036 -1.192 0.5436 -0.5024 0.0998 0.058
H 3.850 1.526 -1.927 -0.3490 0.1822 0.0659 0.059
H 2.157 0.221 -3.833 -0.8678 0.4387 -0.2862 -0.211
H 2.808 1.967 0.105 -0.2933 0.4902 0.2329 0.109
H -1.646 3.365 2.876 0.1294 0.0160 0.1121 0.035
H -0.853 3.046 1.603 0.4084 0.3215 -0.2842 -0.012
O -1.658 2.829 2.082 -0.5551 -0.2006 0.1026 -0.056
H -2.022 4.087 -0.874 0.6095 -0.6879 0.3723 0.028
H -0.758 3.350 -1.562 -0.4004 -0.2622 1.0879 -0.005
O -1.432 4.029 -1.626 -0.4912 1.1562 -1.5583 -0.070
H -1.473 -2.520 2.650 -0.0061 0.0154 -0.0381 0.024
H -2.814 -2.355 1.893 0.2007 -0.2250 0.3933 -0.010
O -2.427 -2.473 2.788 0.0015 -0.0309 0.1443 -0.079
H -3.686 -1.923 -0.340 0.1647 0.1968 -0.0392 0.072
H -2.431 -1.235 0.290 -0.5132 -0.2756 -0.9968 0.045
O -2.933 -2.085 0.233 0.0697 0.0656 0.5757 -0.085
H -0.140 1.069 -4.520 -0.1253 -0.1225 0.1008 0.046
H 0.028 -0.488 -4.480 -0.2533 0.4564 -0.0172 -0.005
O 0.453 0.349 -4.749 0.0193 -0.0562 -0.2348 -0.099
H 1.082 0.845 3.472 0.0877 0.0991 -0.5397 -0.001
H 2.068 1.372 2.385 -0.3614 -0.0794 0.0212 -0.003
O 1.868 1.389 3.331 0.5268 0.1061 0.5185 -0.079
H 0.344 -2.231 -3.410 -0.4899 -0.0018 -0.0463 0.059
H -1.149 -2.590 -3.355 -0.1049 -0.0229 0.2922 0.052
O -0.513 -2.066 -3.844 0.7339 -0.1648 -0.0287 -0.050
H -1.379 0.841 -0.520 -0.5587 -1.1850 -0.7860 0.010
H -2.319 0.390 -1.710 -0.0608 0.0506 -0.0720 0.037
O -1.951 0.058 -0.890 0.4374 0.8190 0.6984 -0.110
H -0.084 0.322 1.618 -0.0669 0.1620 0.0771 0.037
H -1.065 0.056 2.764 0.4140 0.3404 -0.4080 0.015
O -0.193 -0.223 2.413 -0.5620 0.1781 -0.2585 -0.075
H -3.176 0.037 3.011 0.1024 -0.3682 0.0732 0.048
H -2.046 -0.458 3.960 -0.7341 -0.6432 0.1079 0.022
O -2.598 0.295 3.734 0.1987 0.7491 0.3170 -0.049
H -0.093 -4.031 0.310 -0.2483 0.1917 -0.0313 0.032
H -1.481 -3.326 0.144 0.0539 -0.0126 -0.1254 -0.016
O -0.782 -3.801 -0.328 0.3111 -0.2542 -0.0643 -0.071
H 1.152 -1.603 1.771 -0.2986 -0.9799 -0.1560 -0.020
H 1.829 -1.683 2.993 0.2229 -0.6400 0.5163 0.033
O 1.516 -2.319 2.331 0.1428 1.1237 -0.1389 -0.091

=====

51
Properties=species:S:1:pos:R:3:forces:R:3:lowdin_charge:R:1 method="wB97M-V/def2-TZVPD" de_lowest_kcal_mol=123.80 fmax_ha_per_bohr=0.12546 homo_ev=-8.95
O -0.188 1.650 0.375 -0.2117 0.1402 -0.2270 0.104
C -0.840 0.674 0.131 -1.3227 -3.5597 0.3325 -0.524
O -2.099 0.480 0.495 -1.4577 3.8213 1.6125 0.071
C -0.552 -0.606 -0.686 0.3483 3.1717 -2.6516 -0.074
C 0.381 0.035 -1.826 1.1538 -2.8849 2.5970 -0.270
C 0.748 -1.058 -2.807 0.7354 -0.0462 -3.0235 -0.486
S -0.178 -0.841 -4.494 -0.6803 -0.0218 1.4967 0.610
H -2.406 -0.377 0.815 0.2146 -1.1665 -0.3343 0.056
H -0.147 -1.414 -0.104 0.3031 -0.4362 0.0854 0.106
H -1.587 -0.841 -1.146 1.9404 -0.1493 0.7238 0.141
H 1.333 0.405 -1.299 -1.4181 -0.4829 -0.8940 0.120
H -0.088 0.893 -2.242 -0.3500 0.1245 -0.4359 0.049
H 1.854 -0.939 -3.119 -1.7711 -0.5981 0.4233 0.093
H 0.481 -2.135 -2.644 0.6440 1.2133 0.7457 0.052
H 1.376 -0.186 0.726 2.9789 0.7638 0.6728 0.096
H -0.850 -4.338 -1.488 1.8893 -1.0652 0.3983 0.009
H -1.615 -3.113 -1.567 -0.3128 0.6177 -0.0237 -0.004
O -1.716 -4.056 -1.668 -1.5975 0.4799 -0.2705 -0.019
H 3.329 -3.557 0.157 -1.4920 2.9525 -0.4156 0.112
H -1.475 -0.932 -3.954 1.3739 0.0722 -0.5370 -0.132
O 2.783 -2.684 0.001 -0.0313 -4.5180 -0.2705 -0.078
H -2.956 -2.948 0.925 0.5227 1.1553 0.4046 0.070
H -2.133 -2.114 2.077 -2.0349 -0.1389 -2.8546 0.106
O -2.766 -2.034 1.243 0.8507 -0.1579 2.0865 -0.110
H -2.075 2.417 2.124 -1.1585 -0.2226 0.4868 0.042
H -0.829 2.859 2.179 3.6256 0.5320 -1.7202 -0.035
O -1.512 2.850 2.778 -2.6957 -0.1712 1.2418 -0.020
H 3.275 3.025 0.755 0.4805 0.0750 -0.3298 0.082
H 1.979 3.038 1.440 -0.7563 0.2700 0.6340 0.066
O 2.349 2.842 0.587 0.7292 -0.1918 -0.1379 -0.026
H 0.594 3.593 -0.251 -0.9504 0.7025 0.5466 -0.013
H 1.208 4.555 -1.038 -0.7425 1.0749 0.5942 0.043
O 0.454 4.562 -0.396 1.4098 -1.5994 -1.2917 -0.097
H 0.004 0.109 3.654 -1.0860 0.9137 0.2888 0.051
H -1.365 1.055 3.818 1.2298 -0.2911 -0.2656 0.036
O -0.952 0.234 3.480 0.0965 -1.0229 -0.1581 -0.081
H 0.055 3.356 -2.590 0.3211 0.3636 -0.1815 0.044
H 1.428 2.881 -3.265 -0.8120 0.2262 0.2567 0.073
O 0.604 2.602 -2.829 0.6059 0.1875 -0.3323 -0.059
H -0.307 -3.288 2.466 2.9504 1.2094 2.9430 0.012
H -1.510 -4.161 2.331 -3.7749 -3.9462 3.4332 -0.015
O -0.936 -3.640 1.936 1.6213 2.0853 -5.8861 0.061
H 2.228 1.061 0.693 -0.0559 2.3455 -0.6613 -0.039
H 3.281 -1.959 0.289 1.4358 1.7002 0.6600 -0.039
O 2.342 0.159 0.899 -3.0443 -3.0459 -0.4843 -0.077
H -3.347 2.004 -1.581 -1.8920 -0.3848 -0.4941 0.064
H -3.835 0.652 -1.377 -0.6660 -0.2308 -0.0407 0.008
O -4.194 1.476 -1.738 2.5283 0.6537 0.5738 -0.082
H 3.473 -1.522 2.458 -0.7019 -1.8627 -1.3265 -0.041
H 3.237 0.012 2.380 0.5350 -1.9051 0.5867 0.023
O 3.662 -0.736 2.896 0.4917 3.2480 1.4236 -0.079

=====

51
Properties=species:S:1:pos:R:3:forces:R:3:lowdin_charge:R:1 method="wB97M-V/def2-TZVPD" de_lowest_kcal_mol=61.53 fmax_ha_per_bohr=0.17099 charge=-1 homo_ev=-6.17
N 0.914 -0.845 -0.718 1.0664 0.8577 -0.5491 0.039
C 1.131 0.599 -1.144 -0.8632 -1.3021 -0.5795 -0.299
C 0.948 0.832 -2.718 2.5988 -3.9017 3.8446 -0.121
C 1.950 -0.039 -3.381 1.4829 0.9097 -3.4275 -0.266
O 3.321 0.430 -3.413 0.5516 -0.1881 1.9191 -0.098
C 0.073 1.481 -0.433 1.9406 -1.7441 -0.8615 -0.225
N 0.079 1.075 0.984 -4.5814 0.3431 -1.0378 0.037
H 1.468 -1.562 -1.219 -1.0951 0.9186 0.3212 0.067
H -0.049 -1.081 -0.536 -0.0425 -0.4032 -0.5398 0.031
H 2.154 0.805 -0.738 -0.7578 0.3928 -0.8945 0.123
H 0.005 0.536 -2.997 -2.4215 -0.9453 -0.4777 0.090
H 1.040 1.796 -2.919 0.7573 4.3879 -1.0767 0.072
H 1.882 -1.052 -3.048 0.0180 -0.7074 0.2652 0.084
H 1.824 -0.046 -4.504 -0.6099 -0.3013 1.0120 0.130
H 3.803 0.333 -2.542 -1.1043 0.1950 -1.0719 0.088
H 0.440 2.486 -0.660 -0.3337 0.2819 0.8083 0.123
H -0.412 0.172 1.172 0.4751 1.2672 -0.5095 0.053
H 0.920 1.016 1.448 2.4504 0.0699 0.5409 0.031
H -4.053 0.483 -0.887 0.3487 -0.8228 -2.0100 0.042
H -3.717 0.135 0.462 4.8800 -5.6867 4.5997 -0.079
O -4.233 0.637 0.007 -6.4480 5.4373 -2.2972 0.071
H -0.704 -3.492 0.235 0.2546 2.1262 3.6397 0.110
H -1.235 -2.278 1.415 0.3407 -0.6979 -0.9017 -0.020
O -0.527 -3.018 1.180 -0.5553 -1.3921 -2.8481 -0.201
H -1.051 -1.506 3.200 -1.2923 1.7894 -1.7972 -0.057
H -0.568 -2.690 3.696 1.6907 -5.8102 -1.5552 -0.053
O -0.812 -1.906 4.005 -0.3456 3.8152 3.6657 0.009
H -0.904 1.073 3.438 0.2496 0.1510 0.0349 0.006
H -2.026 0.386 2.657 0.1170 0.5550 1.0259 -0.015
O -1.859 1.069 3.381 -0.5470 -0.5069 -0.7510 -0.111
H 1.097 -1.383 1.438 -2.2181 -0.7373 -4.0874 -0.075
H 1.149 -1.601 2.796 -0.2876 -0.4962 1.8156 0.016
O 1.623 -1.139 2.128 2.8361 1.1049 2.2816 -0.013
H -0.883 1.425 -1.061 1.0801 -0.1241 1.6875 0.103
H -2.830 -1.542 2.186 -1.7096 -0.9382 1.0468 -0.011
O -2.132 -1.090 1.779 1.5383 0.8627 -1.6195 -0.340
H -3.130 1.624 0.197 0.9761 2.4883 -0.0736 0.012
H -1.884 2.088 0.975 0.2451 0.4910 -0.0364 0.019
O -2.431 2.393 0.229 -0.9901 -1.6030 0.6476 -0.133
H 4.516 -0.574 -0.026 0.4666 1.0461 -0.3894 0.003
H 3.742 0.418 0.605 -0.8551 0.8072 0.7445 -0.008
O 4.505 0.422 0.044 0.5955 -1.0988 -0.4754 -0.094
H 3.056 -1.924 0.849 1.2720 0.3269 -0.3356 0.068
H 3.220 -2.479 -0.466 -0.6454 -1.0723 -1.8508 0.014
O 3.764 -2.031 0.139 -0.8010 -0.0456 2.5105 -0.051
H -1.891 0.000 -0.977 -1.4022 -2.9809 0.0289 0.075
H -2.284 -1.130 -0.010 0.0542 -0.4588 2.0356 -0.049
O -2.362 -0.939 -0.935 1.7196 3.1380 -2.2882 -0.101
H -2.471 3.825 -2.519 0.0852 -0.0467 0.2913 0.030
H -2.023 3.574 -1.089 0.1116 -2.6301 2.4826 -0.081
O -2.156 4.233 -1.706 -0.2958 2.8788 -2.9076 -0.046